Below is 12 unconnected molecules or ions with the total composition C68H150B4F16N8O3 at a distorted geometry, with properties calculated with the ωB97M-V functional and the def2-TZVPD basis.

frontier orbital gap: 5.4 eV
DFT total energy: -137180.1617 eV

ORCA input file:
```
! RIJCOSX wB97M-V def2-TZVPD def2/J DEFGRID3
* xyz 4 1
C -4.47 1.17 2.05
C -4.74 1.65 0.56
C -6.26 1.72 0.45
C -6.83 2.48 -0.68
C -6.23 3.94 -0.73
C -4.70 4.04 -0.62
N -4.13 3.00 0.38
O -2.79 3.19 0.72
C -4.38 5.47 -0.06
C -4.06 3.80 -2.06
C -4.18 0.66 -0.47
H -3.41 0.92 2.10
H -5.05 0.26 2.17
H -4.71 1.87 2.85
H -6.71 2.12 1.36
H -6.64 0.70 0.44
H -7.91 2.53 -0.54
H -6.47 2.14 -1.65
H -6.68 4.51 0.08
H -6.66 4.58 -1.50
H -4.79 5.63 0.94
H -4.73 6.24 -0.75
H -3.31 5.58 0.09
H -3.03 4.16 -2.01
H -4.63 4.36 -2.81
H -3.98 2.76 -2.36
H -4.67 0.91 -1.41
H -4.64 -0.32 -0.28
H -3.12 0.67 -0.70
C 1.92 1.05 3.35
C 1.18 -0.12 2.49
C -0.41 -0.15 2.56
C -1.19 -1.14 1.70
C -0.86 -0.82 0.26
C 0.70 -0.80 -0.15
N 1.52 -0.05 1.00
O 2.91 -0.01 0.80
C 0.88 -0.05 -1.51
C 1.19 -2.20 -0.29
C 1.64 -1.48 3.08
H 1.74 0.98 4.42
H 1.70 2.09 3.12
H 3.01 1.00 3.26
H -0.90 0.79 2.30
H -0.67 -0.22 3.62
H -2.23 -1.03 1.98
H -0.86 -2.15 1.97
H -1.21 0.20 0.12
H -1.42 -1.42 -0.46
H 0.39 -0.50 -2.37
H 1.92 0.09 -1.80
H 0.42 0.94 -1.50
H 0.75 -2.63 -1.19
H 0.75 -2.94 0.39
H 2.26 -2.33 -0.17
H 1.30 -1.50 4.12
H 2.72 -1.58 3.13
H 1.19 -2.34 2.59
C 4.13 4.15 -5.43
C 5.11 3.75 -4.33
C 4.69 2.72 -3.27
N 5.54 2.59 -1.99
C 5.15 3.68 -0.93
C 5.82 3.53 0.45
C 5.49 2.13 1.00
C 5.90 1.02 0.09
C 5.28 1.17 -1.36
C 7.08 2.66 -2.24
H 3.25 4.66 -5.04
H 3.79 3.32 -6.05
H 4.59 4.71 -6.25
H 5.37 4.69 -3.84
H 5.99 3.39 -4.85
H 4.64 1.78 -3.82
H 3.69 2.97 -2.90
H 4.06 3.65 -0.96
H 5.38 4.60 -1.47
H 5.35 4.30 1.07
H 6.90 3.68 0.49
H 4.41 2.18 1.14
H 6.07 2.07 1.92
H 5.69 0.01 0.46
H 6.99 1.01 0.11
H 4.20 1.10 -1.53
H 5.69 0.42 -2.03
H 7.62 2.48 -1.31
H 7.44 3.66 -2.48
H 7.35 2.03 -3.09
C 4.99 -2.91 -0.03
C 4.78 -2.94 -1.56
C 5.19 -4.28 -2.27
N 4.85 -4.30 -3.84
C 5.58 -3.13 -4.46
C 5.56 -3.24 -5.99
C 6.16 -4.55 -6.62
C 5.40 -5.71 -6.01
C 5.43 -5.65 -4.44
C 3.26 -4.27 -4.05
H 6.03 -3.01 0.29
H 4.43 -3.70 0.48
H 4.63 -1.99 0.43
H 5.31 -2.09 -2.00
H 3.73 -2.71 -1.76
H 4.78 -5.09 -1.66
H 6.26 -4.49 -2.27
H 6.59 -3.21 -4.07
H 5.12 -2.22 -4.08
H 6.21 -2.45 -6.36
H 4.55 -3.02 -6.34
H 7.23 -4.47 -6.41
H 6.05 -4.58 -7.70
H 6.02 -6.59 -6.23
H 4.39 -5.79 -6.40
H 6.50 -5.57 -4.26
H 4.86 -6.45 -3.97
H 3.06 -4.46 -5.10
H 3.13 -3.22 -3.76
H 2.72 -4.93 -3.37
C 2.85 7.52 4.28
C 1.34 7.24 4.37
C 0.81 5.84 3.93
N -0.79 5.64 4.04
C -1.29 6.08 5.45
C -2.78 5.92 5.58
C -3.64 6.64 4.60
C -3.03 6.47 3.17
C -1.47 6.48 2.98
C -1.04 4.14 3.79
H 3.15 8.50 4.62
H 3.32 7.38 3.30
H 3.35 6.72 4.82
H 0.92 8.00 3.71
H 1.12 7.48 5.41
H 1.22 5.06 4.57
H 1.00 5.54 2.90
H -0.96 7.12 5.50
H -0.82 5.40 6.15
H -3.00 6.33 6.56
H -3.02 4.86 5.51
H -3.80 7.70 4.80
H -4.70 6.41 4.57
H -3.42 7.32 2.60
H -3.49 5.55 2.81
H -1.12 7.51 3.12
H -1.14 6.10 2.02
H -0.36 3.53 4.39
H -0.84 4.04 2.72
H -2.11 3.94 3.92
C -0.86 -1.87 6.73
C -2.32 -2.16 6.32
C -3.26 -2.01 7.54
N -4.77 -1.96 7.22
C -5.49 -1.86 8.63
C -7.05 -1.38 8.54
C -7.19 -0.14 7.73
C -6.59 -0.30 6.27
C -5.05 -0.66 6.35
C -5.33 -3.22 6.49
H -0.51 -2.73 7.30
H -0.66 -0.91 7.22
H -0.08 -1.98 5.99
H -2.37 -3.20 6.00
H -2.57 -1.56 5.44
H -3.05 -1.09 8.09
H -3.15 -2.76 8.32
H -4.92 -1.25 9.33
H -5.29 -2.85 9.03
H -7.34 -1.34 9.59
H -7.72 -2.15 8.18
H -6.88 0.76 8.26
H -8.26 -0.05 7.57
H -6.77 0.46 5.51
H -7.02 -1.11 5.68
H -4.46 0.22 6.63
H -4.72 -1.00 5.37
H -5.18 -4.08 7.15
H -4.65 -3.24 5.63
H -6.34 -3.01 6.14
C -1.45 -3.47 -3.18
C -1.70 -5.04 -3.23
C -0.40 -5.87 -3.06
N -0.66 -7.35 -2.55
C -1.49 -8.05 -3.62
C -1.71 -9.56 -3.30
C -0.35 -10.28 -2.96
C 0.55 -9.45 -1.96
C 0.72 -8.01 -2.43
C -1.27 -7.35 -1.14
H -0.88 -3.25 -2.28
H -2.27 -2.76 -3.20
H -0.84 -3.20 -4.05
H -2.14 -5.30 -4.19
H -2.39 -5.03 -2.38
H 0.18 -5.39 -2.28
H 0.19 -5.90 -3.98
H -1.02 -7.88 -4.59
H -2.43 -7.51 -3.58
H -2.19 -9.98 -4.18
H -2.39 -9.54 -2.45
H 0.14 -10.34 -3.93
H -0.51 -11.23 -2.45
H 1.48 -10.01 -1.87
H 0.15 -9.50 -0.95
H 1.15 -7.91 -3.43
H 1.45 -7.48 -1.82
H -2.21 -6.89 -1.42
H -0.72 -6.79 -0.39
H -1.47 -8.37 -0.80
C -0.90 1.63 -4.61
N -0.98 2.30 -6.00
C 0.42 2.38 -6.53
C -1.76 1.43 -6.96
C -1.55 3.71 -5.84
C -1.31 4.60 -7.07
O -1.86 3.96 -8.22
H -0.61 0.58 -4.64
H -1.93 1.68 -4.26
H -0.30 2.15 -3.87
H 0.86 1.38 -6.44
H 0.94 3.11 -5.93
H 0.34 2.59 -7.60
H -2.78 1.73 -6.69
H -1.66 0.38 -6.71
H -1.53 1.66 -8.00
H -1.04 4.14 -4.97
H -2.60 3.61 -5.54
H -0.27 4.66 -7.39
H -1.61 5.64 -7.03
H -2.78 4.21 -8.35
B 1.73 -5.50 0.54
F 1.95 -5.12 -0.81
F 2.12 -6.79 0.90
F 2.36 -4.60 1.30
F 0.37 -5.37 0.76
B 1.10 3.29 0.06
F -0.05 2.58 0.27
F 2.19 2.58 0.41
F 1.19 3.56 -1.29
F 1.08 4.43 0.88
B 2.32 -0.26 -4.49
F 1.28 -1.19 -4.58
F 3.19 -0.59 -3.43
F 2.94 -0.21 -5.72
F 1.81 1.00 -4.33
B -1.31 1.94 6.63
F 0.00 1.94 7.02
F -1.67 3.31 6.90
F -1.40 1.53 5.32
F -2.07 1.09 7.40
*
```